Record 1
{"formula": "C8H21InN3O2", "method": "ωB97M-V with the def2-TZVPD basis set", "total_charge": -1, "energy_ha": -822.291091, "homo_lumo_gap_ha": 0.2909, "homo_ev": -4.86, "species": ["C", "C", "O", "C", "O", "In", "C", "C", "C", "C", "N", "C", "N", "N", "H", "H", "H", "H", "H", "H", "H", "H", "H", "H", "H", "H", "H", "H", "H", "H", "H", "H", "H", "H", "H"], "positions_angstrom": [[3.68564, 2.15622, -0.53736], [3.23388, 0.72188, -0.76354], [2.21429, 0.71955, -1.75561], [2.68154, 0.03381, 0.49106], [1.99344, -1.09888, 0.09159], [1.06032, -2.26594, 1.57222], [-0.58967, -3.11834, 0.39706], [-1.06625, -2.12640, -0.68030], [-2.42020, -1.45587, -0.37768], [-2.45507, 0.04991, -0.65595], [-2.16252, 0.81538, 0.56320], [-2.46223, 2.17875, 0.57448], [-3.17971, 2.80103, 1.43351], [-1.81299, 2.89844, -0.41927], [3.89009, 2.34053, 0.52084], [2.88434, 2.82898, -0.84648], [4.58357, 2.40748, -1.10404], [4.07990, 0.11270, -1.11623], [1.83123, -0.16541, -1.64697], [2.05171, 0.75985, 1.03922], [3.54332, -0.19710, 1.14592], [2.24050, -3.39967, 2.23496], [0.48101, -1.10739, 2.77631], [-0.30036, -4.06935, -0.05543], [-1.39663, -3.34363, 1.10221], [-0.33367, -1.32560, -0.82724], [-1.13874, -2.63318, -1.64973], [-3.22053, -1.92369, -0.95739], [-2.67306, -1.62814, 0.67372], [-3.42468, 0.34816, -1.07748], [-1.68843, 0.27539, -1.40192], [-2.57355, 0.36517, 1.36952], [-3.60162, 2.14156, 2.08097], [-2.34992, 3.65717, -0.80415], [-1.35039, 2.34681, -1.12224]]}


Record 2
{"formula": "C8H21P2", "method": "ωB97M-V with the def2-TZVPD basis set", "total_charge": 1, "energy_ha": -999.805884, "de_lowest_kcal_mol": 31.3, "homo_lumo_gap_ha": 0.3452, "homo_ev": -12.49, "species": ["C", "C", "C", "C", "C", "C", "C", "C", "P", "P", "H", "H", "H", "H", "H", "H", "H", "H", "H", "H", "H", "H", "H", "H", "H", "H", "H", "H", "H", "H", "H"], "positions_angstrom": [[-2.49920, -0.80961, -0.53625], [-3.46984, -1.14749, 1.74723], [-2.69314, 1.13723, 0.98258], [2.83998, -1.23079, -2.59332], [0.44801, -0.05336, 1.17731], [1.17910, 1.87547, -1.01976], [3.10950, 0.85350, 0.90419], [-2.86056, -0.11567, 0.72177], [1.98233, -1.58498, -0.95038], [1.64233, 0.34818, -0.02415], [-1.93604, -0.08466, -1.19577], [-1.81334, -1.64722, -0.38641], [-3.48841, -1.09506, -0.91717], [-2.89411, -2.07517, 1.79293], [-4.46159, -1.30000, 1.36024], [-3.56143, -0.54572, 2.75875], [0.49986, -1.47422, -1.27138], [-2.25503, 1.83581, 0.33107], [-2.73432, 1.57453, 1.95179], [2.62103, -1.99058, -3.30791], [3.90464, -1.18970, -2.27622], [2.45215, -0.19837, -2.91127], [-0.58045, 0.38970, 1.00515], [0.63339, 0.39788, 2.12364], [0.17769, -1.16958, 1.25301], [0.65482, 2.65778, -0.46696], [0.65845, 1.50929, -2.02527], [2.10907, 2.24813, -1.39120], [3.01441, 0.68678, 1.94768], [3.31489, 1.93088, 0.68021], [4.00581, 0.26705, 0.53586]]}


Record 3
{"formula": "C8H22AuClMnSi", "method": "ωB97M-V with the def2-TZVPD basis set", "energy_ha": -2354.139865, "de_lowest_kcal_mol": 21.9, "spin_multiplicity": 6, "homo_lumo_gap_ha": [0.2296, 0.2215], "homo_ev": [-7.80, -8.32], "species": ["Au", "Cl", "C", "C", "H", "H", "H", "H", "H", "H", "Mn", "C", "C", "H", "H", "H", "H", "H", "C", "Si", "C", "C", "C", "H", "H", "H", "H", "H", "H", "H", "H", "H", "H", "H"], "positions_angstrom": [[0.60711, 0.29158, -2.95917], [1.25374, -1.54748, -1.17900], [2.43403, 1.27445, -3.04092], [-0.51056, -1.02399, -4.12840], [2.27666, 1.58145, -4.07117], [2.37345, 2.02912, -2.30071], [3.13059, 0.47884, -2.89065], [-0.34624, -0.44606, -5.03782], [-1.49344, -1.00817, -3.72958], [0.04278, -1.93852, -4.05733], [-0.03574, 0.01274, 0.13096], [-1.53098, -0.91179, 1.07621], [-0.73371, 1.15918, -1.35151], [-2.48036, -0.50151, 0.72203], [-1.50669, -1.99478, 0.88605], [-1.39272, -0.71746, 2.13853], [-1.76772, 1.03065, -1.87240], [-0.28095, 2.19686, -1.33986], [0.21451, 1.50289, 3.45374], [1.16781, -0.10251, 3.29786], [2.85161, 0.14656, 4.10000], [0.34781, -1.49743, 4.25526], [1.42571, -0.51993, 1.49243], [0.10823, 1.76336, 4.51056], [-0.77755, 1.41195, 3.01307], [0.75683, 2.30509, 2.94679], [2.72208, 0.40078, 5.15297], [3.43649, -0.77096, 4.02048], [3.38038, 0.95599, 3.59697], [-0.64916, -1.74096, 3.88714], [0.97080, -2.39193, 4.18277], [0.27028, -1.21317, 5.30862], [2.30111, 0.09332, 1.15796], [1.79511, -1.57684, 1.39270]]}


Record 4
{"formula": "C8H22B2O27", "method": "ωB97M-V with the def2-TZVPD basis set", "total_charge": -2, "energy_ha": -2399.835783, "de_lowest_kcal_mol": 55.8, "homo_lumo_gap_ha": 0.3343, "homo_ev": -5.47, "species": ["O", "C", "O", "B", "O", "C", "O", "O", "C", "O", "C", "O", "O", "O", "C", "O", "B", "O", "C", "O", "O", "C", "O", "C", "O", "O", "O", "H", "H", "O", "H", "H", "O", "H", "H", "O", "H", "H", "O", "H", "H", "O", "H", "H", "O", "H", "H", "O", "H", "H", "O", "H", "H", "O", "H", "H", "O", "H", "H"], "positions_angstrom": [[2.57688, -1.29979, -0.22544], [3.09431, -0.31342, 0.29873], [2.63115, 0.34287, 1.26810], [3.51691, 1.44295, 1.57710], [4.49730, 1.46278, 0.48209], [4.36303, 0.41071, -0.24402], [4.99725, 0.00722, -1.26628], [4.17717, 1.31130, 2.91986], [3.79303, 2.28929, 3.80823], [4.10747, 2.45955, 4.99509], [2.90538, 3.25102, 2.94682], [2.83196, 2.74325, 1.69781], [2.45956, 4.34570, 3.29864], [-0.38959, 1.80816, 2.24529], [-0.49686, 0.84427, 1.49792], [-0.40613, 0.88399, 0.23422], [-0.78972, -0.45772, -0.32458], [-0.80582, -1.34546, 0.84003], [-0.74511, -0.60541, 1.94198], [-1.00077, -0.97343, 3.13526], [-2.12595, -0.22461, -1.02454], [-1.99509, -0.52739, -2.31055], [-2.86687, -0.32308, -3.16569], [-0.61182, -1.02914, -2.53924], [0.06190, -0.85845, -1.45866], [-0.21061, -1.47953, -3.61657], [-5.71308, -1.06882, -1.49781], [-6.09638, -1.90979, -1.24865], [-5.42402, -1.19516, -2.40153], [-0.05558, 1.06190, -4.90562], [-0.52180, 1.57540, -4.24593], [-0.17570, 0.15281, -4.63111], [-5.07681, -2.13503, -4.90814], [-5.00691, -1.20309, -4.70117], [-5.78023, -2.18501, -5.55539], [1.68122, 3.22299, -0.94486], [0.74477, 3.38250, -1.06250], [1.73499, 2.67701, -0.16049], [2.73295, -2.21733, -2.95704], [3.44518, -1.63115, -3.21269], [2.28273, -1.75411, -2.25067], [-3.73459, -0.81307, 1.58482], [-3.22224, -0.14239, 2.03640], [-3.59038, -0.63941, 0.65461], [-0.66170, -3.20011, 5.52748], [0.14452, -3.12260, 5.01734], [-1.13100, -2.38278, 5.36028], [-2.43297, -1.13716, -5.78062], [-1.64803, -1.36473, -5.28231], [-3.02441, -1.87806, -5.64833], [-0.70597, 4.78686, 2.61917], [-0.06202, 4.08672, 2.51262], [-0.44560, 5.45149, 1.98143], [1.68539, -0.34461, 4.47042], [1.34478, -0.00843, 5.29939], [1.26839, 0.19862, 3.80166], [1.33468, -3.49219, 1.56050], [1.72281, -4.07083, 0.90417], [0.81784, -2.86636, 1.05311]]}


Record 5
{"formula": "C8H22Ca2ClCsF2LiNO9S2", "method": "ωB97M-V with the def2-TZVPD basis set", "total_charge": 2, "energy_ha": -3887.909856, "de_lowest_kcal_mol": 24.7, "homo_lumo_gap_ha": 0.0474, "homo_ev": -9.41, "species": ["N", "C", "C", "C", "C", "S", "O", "O", "O", "H", "H", "H", "H", "H", "H", "H", "H", "H", "Cl", "Cs", "Li", "C", "C", "O", "C", "C", "H", "H", "H", "H", "H", "H", "H", "H", "H", "H", "F", "F", "O", "H", "H", "H", "Ca", "O", "S", "O", "O", "O", "Ca"], "positions_angstrom": [[-2.83431, 3.33650, 2.97550], [-1.43595, 3.02647, 2.70437], [-0.48920, 3.45999, 3.86800], [-0.79574, 2.64394, 5.19936], [-0.49771, 1.10061, 4.97797], [-1.29053, 0.53704, 3.49151], [-0.55405, -0.62476, 3.03218], [-2.61996, 0.19442, 3.82888], [-1.21904, 1.64651, 2.25054], [-3.31983, 3.17961, 2.09345], [-3.20892, 2.74066, 3.70552], [-1.15501, 3.70404, 1.82258], [-0.66357, 4.54470, 4.12830], [0.59119, 3.28395, 3.51202], [-1.87799, 2.73078, 5.34651], [-0.30619, 3.04099, 6.08528], [0.55378, 0.85411, 5.01723], [-0.96863, 0.55873, 5.80773], [2.03311, 2.00862, 6.27006], [-0.62388, 1.88889, 0.26025], [1.16668, 0.66234, 8.04138], [4.28827, -2.19903, -1.62782], [2.84652, -1.85870, -1.97217], [2.71929, -1.67743, -3.31822], [3.05722, -2.84900, -4.07184], [2.15557, -4.03349, -3.76635], [4.97963, -1.47192, -2.06083], [4.43437, -2.22391, -0.52692], [4.55181, -3.17728, -2.03816], [2.54720, -0.92144, -1.49300], [2.15378, -2.62752, -1.59988], [4.11648, -3.10094, -3.92948], [2.95367, -2.57559, -5.11705], [2.31257, -4.41441, -2.73258], [2.36127, -4.85059, -4.45614], [1.10207, -3.75007, -3.85960], [-0.21892, -2.98194, -5.15468], [4.74149, -1.78291, -5.68254], [-1.73675, -2.34734, -7.51217], [-1.12502, -2.49430, -8.25524], [-1.26104, -2.46570, -6.62817], [-2.51438, -2.92885, -7.57036], [1.80852, 3.82586, 4.40672], [-7.31678, 3.38154, -0.12573], [-6.42962, 2.53601, -0.93363], [-5.02976, 2.72364, -0.53183], [-6.58486, 2.90950, -2.34241], [-6.80879, 1.13363, -0.72728], [5.41195, -4.29596, -0.79126]]}


Record 6
{"formula": "C8H22Cl2N2O2Pd", "method": "ωB97M-V with the def2-TZVPD basis set", "energy_ha": -1626.039699, "de_lowest_kcal_mol": 155.3, "spin_multiplicity": 3, "homo_lumo_gap_ha": [0.2701, 0.1185], "homo_ev": [-7.71, -7.56], "species": ["Pd", "Cl", "Cl", "C", "C", "C", "O", "C", "N", "H", "H", "H", "H", "H", "H", "H", "H", "H", "H", "H", "C", "C", "C", "O", "C", "N", "H", "H", "H", "H", "H", "H", "H", "H", "H", "H", "H"], "positions_angstrom": [[0.84607, 0.45151, 1.79972], [1.56094, -2.06200, 4.20780], [2.92911, 3.03378, 2.50227], [0.93863, -3.71765, -1.88757], [1.47858, -2.66637, -0.86533], [2.29421, -1.51214, -1.54046], [2.89360, -0.66411, -0.48321], [4.28162, -1.01757, -0.22319], [0.37491, -2.05646, -0.16063], [0.27945, -4.51205, -1.53755], [1.64954, -4.26047, -2.51050], [0.30350, -3.21875, -2.61957], [2.20416, -3.16553, -0.22308], [1.64151, -0.84533, -2.10388], [2.92341, -1.85445, -2.36207], [4.73643, -0.24081, 0.39153], [5.02019, -1.19866, -1.00410], [4.32777, -1.85633, 0.47140], [-0.12731, -2.76276, 0.35804], [-0.29871, -1.82519, -0.87675], [-4.37447, 1.89249, 1.33551], [-2.92363, 1.52556, 1.07623], [-2.15450, 2.55633, 0.17146], [-0.86436, 2.06158, -0.06907], [-0.32281, 2.58798, -1.29882], [-2.12625, 1.32120, 2.23837], [-4.96280, 1.13507, 1.85346], [-4.84085, 2.00628, 0.35692], [-4.49414, 2.76718, 1.97482], [-3.01784, 0.56954, 0.56121], [-2.15873, 3.57805, 0.55115], [-2.70568, 2.65754, -0.76345], [-0.73669, 1.93035, -2.06323], [0.75870, 2.72221, -1.31940], [-0.59737, 3.61836, -1.52473], [-2.69895, 0.80456, 2.89045], [-2.03736, 2.21705, 2.69624]]}